ORCA calculation (the ωB97M-V functional and the def2-TZVPD basis) on a 12-piece molecular cluster, C36H102N6O12 overall.

Output
⟨S²⟩	0.7577
strongest force on any atom	3.430	eV/Å
net charge	+1
ΔE to the lowest compared entry with this formula, charge and spin	30.7	kcal/mol
gap between HOMO and LUMO (alpha / beta)	7.3 / 1.2	eV
DFT total energy	-72480.162	eV
2S+1	2
LUMO level (alpha / beta)	-0.1081 / -0.3314	Eh

Each line ends with the Löwdin charge.
Element x y z (Å)
C (19.328, -10.499, 3.522)  -0.085
C (18.882, -11.913, 3.766)  -0.309
O (18.349, -12.547, 2.577)  -0.076
H (19.680, -10.047, 4.449)  0.055
H (18.552, -9.863, 3.098)  0.061
H (20.187, -10.501, 2.850)  0.080
H (18.128, -12.037, 4.544)  0.109
H (19.700, -12.487, 4.200)  0.099
H (18.640, -13.458, 2.656)  0.077
C (21.406, -5.280, 9.367)  -0.054
C (22.446, -6.328, 8.827)  -0.273
O (21.940, -7.598, 9.180)  -0.112
H (20.629, -5.202, 8.606)  0.046
H (21.731, -4.247, 9.498)  0.056
H (20.924, -5.543, 10.309)  0.077
H (23.376, -6.147, 9.366)  0.110
H (22.591, -6.158, 7.760)  0.090
H (21.946, -7.722, 10.131)  0.108
C (17.934, -6.041, 7.529)  -0.089
C (18.284, -7.446, 8.019)  -0.307
O (17.903, -8.423, 7.064)  -0.077
H (18.134, -5.267, 8.270)  0.077
H (16.863, -6.022, 7.329)  0.071
H (18.507, -5.900, 6.612)  0.054
H (17.660, -7.558, 8.906)  0.113
H (19.308, -7.520, 8.385)  0.097
H (16.966, -8.273, 6.921)  0.080
C (20.998, -6.787, 1.622)  -0.098
C (21.451, -6.649, 0.197)  -0.355
O (22.015, -5.409, 0.045)  -0.049
H (20.496, -7.738, 1.802)  0.070
H (20.265, -6.038, 1.923)  0.059
H (21.899, -6.784, 2.235)  0.065
H (20.534, -6.811, -0.370)  0.111
H (22.209, -7.389, -0.062)  0.108
H (21.352, -4.715, 0.009)  0.090
C (27.511, -5.836, 1.190)  -0.075
C (28.971, -6.085, 0.721)  -0.304
O (29.352, -7.347, 1.176)  -0.101
H (27.455, -5.414, 2.193)  0.053
H (26.877, -6.716, 1.298)  0.026
H (26.839, -5.278, 0.538)  0.068
H (29.668, -5.276, 0.940)  0.108
H (28.997, -6.207, -0.362)  0.105
H (29.707, -7.284, 2.066)  0.023
C (23.041, -12.177, 5.099)  -0.072
C (22.228, -12.414, 6.401)  -0.320
O (22.849, -11.801, 7.500)  -0.090
H (23.032, -11.123, 4.820)  0.040
H (22.539, -12.592, 4.225)  0.064
H (24.083, -12.485, 5.180)  0.075
H (22.017, -13.477, 6.517)  0.109
H (21.242, -11.975, 6.245)  0.083
H (22.680, -10.862, 7.394)  0.024
C (25.163, -9.479, 9.532)  -0.056
C (25.052, -10.387, 10.764)  -0.395
C (25.962, -11.658, 10.632)  -0.180
O (25.716, -12.577, 11.730)  -0.204
C (26.439, -13.806, 11.575)  -0.108
N (25.482, -9.592, 11.922)  0.028
H (26.175, -9.251, 9.195)  0.065
H (24.686, -8.509, 9.674)  0.058
H (24.616, -9.915, 8.696)  0.060
H (24.043, -10.778, 10.895)  0.138
H (27.001, -11.330, 10.666)  0.112
H (25.750, -12.204, 9.713)  0.120
H (26.363, -14.467, 12.438)  0.083
H (27.508, -13.607, 11.490)  0.082
H (26.045, -14.368, 10.728)  0.084
H (26.429, -9.261, 11.805)  0.064
H (25.425, -10.103, 12.792)  0.067
C (31.064, -9.387, 4.597)  -0.052
C (29.979, -8.402, 4.955)  -0.442
C (30.132, -7.971, 6.442)  -0.189
O (29.622, -8.976, 7.302)  -0.189
C (29.360, -8.672, 8.662)  -0.096
N (30.090, -7.272, 4.091)  0.042
H (30.820, -9.931, 3.685)  0.072
H (31.036, -10.142, 5.381)  0.085
H (32.056, -8.939, 4.534)  0.087
H (29.002, -8.857, 4.792)  0.125
H (29.561, -7.051, 6.568)  0.111
H (31.171, -7.737, 6.673)  0.131
H (28.911, -7.683, 8.756)  0.085
H (30.313, -8.701, 9.190)  0.086
H (28.747, -9.395, 9.200)  0.070
H (29.693, -6.522, 4.637)  0.075
H (31.056, -7.001, 3.974)  0.091
C (25.316, -3.778, 4.829)  -0.054
C (23.874, -3.324, 5.042)  -0.458
C (23.610, -2.339, 6.185)  -0.216
O (23.970, -2.882, 7.419)  -0.174
C (23.709, -2.010, 8.541)  -0.094
N (23.401, -2.929, 3.738)  0.038
H (25.715, -4.002, 5.818)  0.075
H (25.906, -2.949, 4.439)  0.083
H (25.438, -4.641, 4.175)  0.061
H (23.354, -4.251, 5.282)  0.120
H (22.550, -2.088, 6.147)  0.122
H (24.192, -1.455, 5.928)  0.133
H (24.009, -2.305, 9.546)  0.089
H (22.638, -1.958, 8.741)  0.066
H (23.903, -0.951, 8.368)  0.087
H (23.360, -3.771, 3.181)  0.069
H (22.405, -2.791, 3.831)  0.058
C (15.812, -2.622, 4.104)  -0.033
C (16.119, -3.593, 2.999)  -0.376
C (15.455, -5.018, 3.199)  -0.055
O (16.044, -5.756, 4.304)  -0.053
C (17.222, -6.529, 3.962)  -0.010
N (15.820, -2.956, 1.754)  0.191
H (14.796, -2.270, 4.283)  0.106
H (16.538, -1.818, 4.230)  0.108
H (15.915, -3.177, 5.037)  0.089
H (17.194, -3.747, 2.911)  0.160
H (15.500, -5.723, 2.370)  0.146
H (14.444, -4.709, 3.464)  0.153
H (17.013, -7.464, 3.442)  0.114
H (17.652, -6.857, 4.908)  0.063
H (17.970, -6.025, 3.350)  0.102
H (15.555, -3.627, 1.047)  0.123
H (14.904, -2.582, 1.956)  0.116
C (28.190, -11.606, 2.997)  -0.075
C (27.042, -11.419, 2.074)  -0.445
C (26.590, -9.958, 1.944)  -0.126
O (25.256, -9.909, 1.251)  -0.179
C (24.668, -8.649, 1.401)  -0.129
N (27.414, -12.054, 0.795)  0.046
H (29.116, -11.484, 2.435)  0.076
H (28.293, -12.653, 3.282)  0.085
H (28.207, -11.001, 3.904)  0.069
H (26.180, -11.975, 2.441)  0.136
H (27.305, -9.271, 1.490)  0.117
H (26.453, -9.585, 2.959)  0.094
H (24.450, -8.424, 2.446)  0.067
H (23.703, -8.760, 0.908)  0.073
H (25.192, -7.831, 0.907)  0.077
H (26.608, -11.909, 0.204)  0.063
H (28.085, -11.429, 0.371)  0.068
C (21.155, -7.241, 5.341)  -0.045
C (21.984, -8.485, 5.633)  -0.395
C (23.512, -8.317, 5.767)  -0.159
O (24.104, -7.673, 4.616)  -0.189
C (25.525, -7.571, 4.806)  -0.113
N (21.421, -9.135, 6.826)  0.086
H (20.110, -7.491, 5.159)  0.061
H (21.545, -6.754, 4.447)  0.055
H (21.273, -6.531, 6.160)  0.065
H (21.786, -9.117, 4.767)  0.110
H (23.969, -9.304, 5.835)  0.113
H (23.754, -7.834, 6.714)  0.112
H (25.724, -6.935, 5.669)  0.082
H (26.048, -7.106, 3.971)  0.076
H (26.091, -8.478, 5.017)  0.081
H (20.423, -8.992, 6.885)  0.055
H (21.724, -8.576, 7.610)  0.029